This record from the Open Molecules 2025 dataset describes a cluster of 7 separate species, H14O7 in total at a distorted geometry. The level of theory is the ωB97M-V functional and the def2-TZVPD basis.

Lowest unoccupied orbital energy ... 0.03 eV
Gap between HOMO and LUMO ... 8.76 eV
Energy ... -14557.0045 eV
Spin multiplicity ... 1

Each line ends with the natural charge from an NBO analysis.
Cartesian coordinates (Å):
1 O -0.01423 0.17322 -0.36297  -0.943
2 H -0.60172 0.68067 0.20828  0.478
3 H 0.38304 0.83611 -0.93895  0.466
4 O 5.24130 1.10450 1.07329  -0.930
5 H 4.30670 1.33702 1.11145  0.460
6 H 5.68478 1.94302 0.90239  0.471
7 O -2.14304 -2.16382 -0.61696  -0.933
8 H -1.62710 -1.52065 -1.11607  0.489
9 H -2.59737 -2.67680 -1.29478  0.445
10 O 3.41934 -0.75372 -1.21828  -0.934
11 H 2.80243 -1.26496 -0.68252  0.469
12 H 3.51787 0.07493 -0.73598  0.464
13 O -3.23303 0.19814 1.43328  -0.935
14 H -3.92860 0.75386 1.80252  0.465
15 H -2.57572 0.14698 2.13636  0.471
16 O -0.64782 -2.43330 0.47305  -0.928
17 H 0.24350 -2.59169 0.14222  0.443
18 H -1.13932 -3.21898 0.20823  0.482
19 O -2.56885 3.76615 -0.79958  -0.935
20 H -3.12008 3.04732 -0.47031  0.472
21 H -1.77778 3.32378 -1.12746  0.463